No. 1
# C4H12S

2 unconnected molecules or ions with the total composition C4H12S (ωB97M-V/def2-TZVPD, the OMol25 dataset).

Properties
- HOMO level (eV) = -8.48
- gap between HOMO and LUMO (eV) = 9.48
- spin multiplicity = 1
- energy above the lowest of the compared OMol25 structures with the same formula, charge and spin (kcal per mole) = 6.7
- SMILES = CSC.CC
- total charge = 0
- calculated total energy (Ha) = -557.75972

Positions of all 17 atoms, in Å:
1 C -1.164 -2.379 -0.752
2 S 0.390 -2.458 0.197
3 C -0.083 -1.649 1.740
4 H -1.473 -1.340 -0.868
5 H -1.003 -2.724 -1.773
6 H -1.898 -3.041 -0.302
7 H -0.753 -0.797 1.580
8 H 0.811 -1.390 2.293
9 H -0.726 -2.279 2.361
10 C 0.354 1.573 -0.506
11 C 1.080 2.924 -0.591
12 H 0.719 0.892 -1.278
13 H 0.602 1.135 0.457
14 H -0.707 1.696 -0.690
15 H 1.420 3.276 0.383
16 H 0.449 3.684 -1.047
17 H 1.982 2.878 -1.203

=====

No. 2
# C4H12S

2 unconnected molecules or ions with the total composition C4H12S (ωB97M-V/def2-TZVPD, the OMol25 dataset).

Properties
- HOMO level (eV) = -8.49
- gap between HOMO and LUMO (eV) = 9.54
- spin multiplicity = 1
- energy above the lowest of the compared OMol25 structures with the same formula, charge and spin (kcal per mole) = 7.0
- SMILES = CSC.CC
- total charge = 0
- calculated total energy (Ha) = -557.75918

Positions of all 17 atoms, in Å:
1 C -0.576 0.447 1.452
2 S -1.416 -1.065 1.981
3 C -2.683 -0.359 3.029
4 H -1.090 0.813 0.570
5 H 0.491 0.283 1.317
6 H -0.607 1.219 2.227
7 H -2.970 0.633 2.710
8 H -2.393 -0.351 4.051
9 H -3.618 -0.908 2.985
10 C 2.376 0.166 -3.009
11 C 1.298 -0.345 -2.088
12 H 3.294 0.468 -2.484
13 H 2.072 1.079 -3.504
14 H 2.783 -0.548 -3.723
15 H 1.627 -1.230 -1.537
16 H 0.991 0.349 -1.313
17 H 0.420 -0.652 -2.663

=====

No. 3
# C4H12S

2 unconnected molecules or ions with the total composition C4H12S (ωB97M-V/def2-TZVPD, the OMol25 dataset).

Properties
- HOMO level (eV) = -8.97
- gap between HOMO and LUMO (eV) = 9.94
- spin multiplicity = 1
- energy above the lowest of the compared OMol25 structures with the same formula, charge and spin (kcal per mole) = 7.7
- SMILES = CCS.CC
- total charge = 0
- calculated total energy (Ha) = -557.75819

Positions of all 17 atoms, in Å:
1 C 0.305 2.265 1.417
2 C -0.266 0.853 1.394
3 S 0.936 -0.514 1.693
4 H 1.200 2.486 0.842
5 H 0.558 2.410 2.473
6 H -0.456 3.018 1.220
7 H -1.058 0.749 2.129
8 H -0.672 0.564 0.424
9 H 1.916 0.246 2.214
10 C -0.037 -2.095 -1.309
11 C -0.486 -0.926 -2.163
12 H -0.511 -3.016 -1.686
13 H -0.591 -2.114 -0.365
14 H 1.030 -2.203 -1.178
15 H -0.256 -1.031 -3.222
16 H -1.555 -0.704 -2.092
17 H -0.058 0.012 -1.790

=====

No. 4
# C4H12S2

2 unconnected molecules or ions with the total composition C4H12S2 (ωB97M-V/def2-TZVPD, the OMol25 dataset).

Properties
- HOMO level (eV) = -9.15
- gap between HOMO and LUMO (eV) = 9.76
- spin multiplicity = 1
- energy above the lowest of the compared OMol25 structures with the same formula, charge and spin (kcal per mole) = 7.5
- SMILES = CCC.CSS
- total charge = 0
- calculated total energy (Ha) = -955.95255

Positions of all 18 atoms, in Å:
1 C 1.732 0.354 -1.076
2 C 1.627 0.525 0.420
3 C 2.504 -0.318 1.336
4 H 2.731 0.576 -1.409
5 H 1.167 1.116 -1.601
6 H 1.517 -0.654 -1.418
7 H 0.608 0.510 0.774
8 H 1.868 1.585 0.575
9 H 3.093 -1.052 0.782
10 H 3.133 0.239 2.013
11 H 1.908 -0.918 2.036
12 C -3.625 -0.154 -1.178
13 S -2.786 0.778 0.138
14 S -2.645 -0.644 1.598
15 H -4.657 -0.265 -0.861
16 H -3.129 -1.087 -1.417
17 H -3.654 0.464 -2.048
18 H -1.392 -1.055 1.336

=====

No. 5
# C4H12S2

2 unconnected molecules or ions with the total composition C4H12S2 (ωB97M-V/def2-TZVPD, the OMol25 dataset).

Properties
- HOMO level (eV) = -8.90
- gap between HOMO and LUMO (eV) = 9.69
- spin multiplicity = 1
- energy above the lowest of the compared OMol25 structures with the same formula, charge and spin (kcal per mole) = 33.1
- SMILES = CCS.CCS
- total charge = 0
- calculated total energy (Ha) = -955.91165

Positions of all 18 atoms, in Å:
1 C -3.442 0.711 -0.629
2 C -2.761 -0.638 -0.472
3 S -1.245 -1.026 -1.450
4 H -3.965 0.648 -1.679
5 H -2.798 1.609 -0.365
6 H -4.276 0.746 0.086
7 H -2.452 -0.806 0.608
8 H -3.586 -1.430 -0.628
9 H -0.672 0.213 -1.336
10 C 3.842 -0.190 0.740
11 C 2.432 0.281 0.226
12 S 1.166 0.683 1.401
13 H 3.443 -0.781 1.639
14 H 4.460 0.727 1.206
15 H 4.465 -0.666 -0.088
16 H 2.656 1.151 -0.474
17 H 2.067 -0.630 -0.368
18 H 0.666 -0.601 1.583

=====

No. 6
# C4H12S2

2 unconnected molecules or ions with the total composition C4H12S2 (ωB97M-V/def2-TZVPD, the OMol25 dataset).

Properties
- HOMO level (eV) = -8.96
- gap between HOMO and LUMO (eV) = 9.52
- spin multiplicity = 1
- energy above the lowest of the compared OMol25 structures with the same formula, charge and spin (kcal per mole) = 2.6
- SMILES = CCC.CSS
- total charge = 0
- calculated total energy (Ha) = -955.96032

Positions of all 18 atoms, in Å:
1 C -1.905 1.888 -0.682
2 C -2.470 0.535 -0.256
3 C -3.509 0.721 0.834
4 H -2.734 2.502 -1.080
5 H -1.213 1.815 -1.518
6 H -1.517 2.444 0.173
7 H -1.679 -0.145 0.083
8 H -2.968 0.093 -1.114
9 H -3.262 1.479 1.573
10 H -4.463 1.015 0.377
11 H -3.734 -0.195 1.371
12 C 2.287 0.403 -1.176
13 S 1.521 -1.153 -0.646
14 S 1.332 -0.769 1.387
15 H 3.314 0.448 -0.832
16 H 1.665 1.225 -0.851
17 H 2.272 0.384 -2.277
18 H -0.001 -0.617 1.371

=====

No. 7
# C4H12S2

2 unconnected molecules or ions with the total composition C4H12S2 (ωB97M-V/def2-TZVPD, the OMol25 dataset).

Properties
- HOMO level (eV) = -9.12
- gap between HOMO and LUMO (eV) = 9.68
- spin multiplicity = 1
- energy above the lowest of the compared OMol25 structures with the same formula, charge and spin (kcal per mole) = 36.1
- SMILES = CCC.CSS
- total charge = 0
- calculated total energy (Ha) = -955.90685

Positions of all 18 atoms, in Å:
1 C -2.218 0.194 -1.797
2 C -2.458 0.227 -0.271
3 C -3.013 -0.945 0.568
4 H -1.288 -0.429 -2.090
5 H -2.220 1.226 -2.067
6 H -3.204 -0.409 -2.053
7 H -3.204 1.017 0.039
8 H -1.443 0.665 0.028
9 H -2.223 -1.726 0.628
10 H -3.038 -0.512 1.550
11 H -4.079 -1.254 0.332
12 C 2.406 -0.035 -1.333
13 S 1.006 -0.304 -0.139
14 S 1.695 0.509 1.624
15 H 2.557 -1.125 -1.645
16 H 3.291 0.219 -0.768
17 H 2.370 0.745 -2.207
18 H 0.966 1.654 1.495

=====

No. 8
# C4H13AsO2P

A molecular structure, C4H13AsO2P (ωB97M-V/def2-TZVPD, the OMol25 dataset).

Properties
- HOMO level (eV) = -3.57
- gap between HOMO and LUMO (eV) = 7.32
- spin multiplicity = 1
- total charge = -1
- calculated total energy (Ha) = -2887.52260

Positions of all 21 atoms, in Å:
1 C -0.314 0.529 -2.479
2 As -0.719 -0.490 -0.761
3 C -0.062 1.140 0.331
4 C 0.281 0.747 1.723
5 C -1.009 0.254 2.629
6 O -0.117 1.564 2.719
7 P 1.525 -1.409 -0.719
8 O 2.605 -0.417 -1.074
9 H -0.038 -0.177 -3.270
10 H -1.256 0.991 -2.793
11 H 0.459 1.290 -2.364
12 H -1.003 -1.352 0.523
13 H -1.226 -1.703 -1.673
14 H -2.173 0.117 -0.758
15 H -0.798 1.935 0.435
16 H 0.909 1.502 -0.030
17 H 1.212 0.198 1.872
18 H -1.275 0.395 3.681
19 H -0.376 -0.662 2.885
20 H 1.620 -2.603 -1.509
21 H 1.757 -1.847 0.632

=====

No. 9
# C4H13CdINO2

A molecular structure, C4H13CdINO2 (ωB97M-V/def2-TZVPD, the OMol25 dataset).

Properties
- HOMO level (eV) = -11.67
- gap between HOMO and LUMO (eV) = 3.11
- spin multiplicity = 1
- energy above the lowest of the compared OMol25 structures with the same formula, charge and spin (kcal per mole) = 0.0
- total charge = +1
- calculated total energy (Ha) = -830.50234

Positions of all 22 atoms, in Å:
1 Cd -1.629 1.216 -4.702
2 I 0.736 0.300 -3.744
3 C 0.775 1.415 1.104
4 C 0.127 0.032 0.827
5 C -0.854 -0.339 2.019
6 O -1.499 -1.644 1.833
7 C -2.117 -2.009 3.091
8 N -0.512 -0.072 -0.446
9 H 1.278 1.778 0.208
10 H 1.530 1.392 1.889
11 H 0.114 2.249 1.340
12 H 1.017 -0.597 0.829
13 H -1.686 0.365 2.063
14 H -0.275 -0.412 2.939
15 H -2.868 -2.788 2.967
16 H -2.795 -1.192 3.337
17 H -1.432 -2.268 3.899
18 H 0.079 -0.329 -1.223
19 H -0.832 0.854 -0.689
20 O 3.987 0.799 -5.830
21 H 3.484 0.555 -6.607
22 H 3.372 0.696 -5.104

=====

No. 10
# C4H13FSi2

C4H13FSi2 in the gas phase (ωB97M-V/def2-TZVPD, the OMol25 dataset).

Properties
- HOMO level (eV) = -9.84
- gap between HOMO and LUMO (eV) = 10.58
- spin multiplicity = 1
- energy above the lowest of the compared OMol25 structures with the same formula, charge and spin (kcal per mole) = 0.0
- SMILES = C[SiH](C)[Si](C)(C)F
- total charge = 0
- calculated total energy (Ha) = -839.08092

Positions of all 20 atoms, in Å:
1 C 1.722 2.032 0.513
2 Si 0.830 0.112 0.843
3 C 1.921 -0.998 -0.287
4 Si -1.361 0.218 0.382
5 C -2.598 -0.934 1.242
6 C -1.641 0.085 -1.507
7 F -1.943 1.747 0.684
8 H 1.705 2.717 1.308
9 H 2.659 1.958 0.070
10 H 1.001 2.326 -0.242
11 H 1.293 -0.244 2.141
12 H 1.764 -2.023 -0.292
13 H 1.907 -0.477 -1.210
14 H 2.926 -0.903 0.031
15 H -2.595 -2.029 1.277
16 H -2.902 -0.526 2.172
17 H -3.624 -0.670 0.755
18 H -0.774 -0.440 -2.000
19 H -2.523 -0.376 -1.839
20 H -1.696 1.179 -1.925